Arrangement i

The following is a DFT calculation (the ωB97M-V functional and the def2-TZVPD basis) of an isolated molecule of C9H15NO3.

Positions of all 28 atoms, in Å:
O1 -0.50 -1.93 -3.79
O2 -1.99 -0.25 -3.55
O3 -0.37 0.47 0.85
N1 0.18 -2.46 -2.62
C1 2.11 -0.38 -1.49
C2 0.12 -0.61 0.12
C3 -1.32 1.44 2.69
C4 0.63 -0.21 -1.27
C5 -0.97 0.08 2.08
C6 -0.34 -1.23 -1.89
C7 0.15 1.19 -1.61
C8 -1.07 -0.88 -3.13
C9 -0.98 -1.46 -0.57
H1 -0.28 -0.47 2.58
H2 1.16 -2.64 -2.68
H3 -0.36 2.00 2.97
H4 0.74 -1.30 0.69
H5 -1.19 -2.45 -0.07
H6 -1.03 1.36 -1.44
H7 0.61 1.96 -0.89
H8 -1.83 -0.45 1.85
H9 -1.88 1.58 3.62
H10 -1.83 2.03 1.91
H11 2.46 -0.30 -2.54
H12 0.32 1.50 -2.61
H13 -2.04 -1.02 -0.49
H14 2.31 -1.49 -1.33
H15 2.81 0.18 -0.89

For the gap between HOMO and LUMO, the calculation gives 0.378 Ha. As for the HOMO energy: -0.3521 Ha.

Arrangement ii

The following is a DFT calculation (the ωB97M-V functional and the def2-TZVPD basis) of an isolated molecule of C9H15NO3.

Positions of all 28 atoms, in Å:
O1 -0.92 -2.16 0.53
O2 2.28 -2.32 0.08
O3 2.85 -1.00 -1.54
N1 2.15 -1.34 -0.56
C1 2.26 1.45 1.87
C2 -1.52 1.25 -0.95
C3 -0.06 1.50 -1.35
C4 1.11 -0.50 -0.52
C5 -2.10 -3.06 0.44
C6 -0.87 -1.05 0.07
C7 1.09 1.01 -0.41
C8 0.90 1.43 1.04
C9 -1.86 -0.30 -0.74
H1 2.11 1.29 -0.84
H2 -1.90 1.82 -0.10
H3 -1.84 -0.70 -1.70
H4 -2.02 1.67 -1.73
H5 -1.97 -3.92 -0.15
H6 2.74 2.36 1.67
H7 -0.03 1.00 -2.28
H8 0.20 0.85 1.58
H9 -2.22 -3.33 1.59
H10 2.06 1.32 2.92
H11 -3.02 -2.69 0.10
H12 2.86 0.66 1.53
H13 0.10 2.54 -1.45
H14 -2.89 -0.29 -0.20
H15 0.51 2.48 1.11

For the gap between HOMO and LUMO (spin up / spin down), the calculation gives 0.271 / 0.250 Ha. As for the HOMO energy (spin up / spin down): -0.2656 / -0.2559 Ha.

Which is most stable, and by how much? arrangement i, by 133.1 kcal/mol.